17
Properties=species:S:1:pos:R:3:forces:R:3 method="wB97M-V/def2-TZVPD" homo_lumo_gap_ev=10.2 relative_energy_kj_mol=301.7 e_homo_ev=-14.43 smiles="C[C@H](O)[C@@H]([NH3+])C=O" charge=+1
C 1.39618 1.85688 0.48795 1.057 -2.072 3.512
C 0.41740 0.63705 0.95378 1.809 -0.269 -2.281
O 1.22646 -0.47635 1.28352 0.310 -0.719 -0.109
C -0.36220 0.08913 -0.37596 0.847 5.139 2.891
N 0.45713 -0.49510 -1.45875 0.473 -0.516 0.188
C -1.47927 -0.81473 0.00760 -1.885 -0.568 -1.278
O -2.32986 -0.99845 -0.86212 1.363 -0.425 2.126
H 1.47931 2.45842 1.43433 0.564 -0.477 -0.951
H 2.43538 1.55118 0.11300 -1.570 -0.029 0.856
H 1.02721 2.52328 -0.19443 -1.512 1.483 -1.925
H -0.27611 0.96531 1.78116 0.415 -0.416 -1.179
H 1.37828 -0.79527 2.18483 -0.454 0.829 -0.019
H -0.69897 1.17125 -0.71526 -0.188 -2.658 -0.130
H 0.89035 0.17315 -2.07632 -0.131 0.729 -0.336
H -0.23370 -1.02859 -1.97004 -0.205 -0.369 -0.874
H 1.23762 -1.12830 -1.23273 -0.388 -0.018 0.880
H -1.44468 -1.23635 1.07537 -0.504 0.355 -1.373

***

17
Properties=species:S:1:pos:R:3:forces:R:3 method="wB97M-V/def2-TZVPD" homo_lumo_gap_ev=10.5 relative_energy_kj_mol=360.1 e_homo_ev=-14.37 charge=+1
C 0.37408 1.19055 -1.56521 -0.796 -1.068 2.362
C 0.13913 0.19543 -0.68241 0.433 -1.157 -2.310
C 0.25939 -1.19234 -1.31186 0.072 0.795 1.700
C -0.17373 0.36528 0.77686 4.527 -1.063 0.202
N -1.11458 -0.60940 1.49885 -3.983 5.708 0.111
O -0.42724 1.60119 1.11881 -2.467 -1.465 2.804
O 1.28942 -0.21261 1.63935 -3.075 1.086 -2.195
H 0.32761 2.16155 -1.22208 -0.097 2.279 0.450
H 0.55325 1.11465 -2.60966 0.282 -0.632 -0.514
H -0.65947 -1.69632 -1.05543 -0.091 -0.950 -0.201
H 0.31315 -1.01125 -2.36063 -0.009 -0.401 -0.705
H 1.16799 -1.70625 -0.96318 -0.532 -0.128 -0.073
H -2.07623 -0.76000 0.98566 2.172 0.511 1.143
H -0.68410 -1.44509 1.61966 2.025 -3.362 0.617
H -1.31882 -0.11432 2.49106 0.574 -1.531 -2.595
H 0.05079 2.26835 0.69357 1.377 1.387 -1.283
H 1.97936 -0.14943 0.94664 -0.411 -0.008 0.485

***

17
Properties=species:S:1:pos:R:3:forces:R:3 method="wB97M-V/def2-TZVPD" homo_lumo_gap_ev=11.0 relative_energy_kj_mol=141.0 e_homo_ev=-14.67 smiles="C[C@H]([NH3+])CC(=O)O" charge=+1
C -0.67174 -0.45009 1.45510 -1.387 0.038 0.568
C 0.33720 -0.34757 0.34588 0.606 -0.440 0.097
N 1.73167 -0.00978 0.97889 -0.763 0.205 -1.634
C 0.01204 0.67990 -0.77877 0.344 0.154 2.096
C -0.66805 -0.07112 -1.93245 -0.034 1.681 0.592
O -0.10921 -0.81756 -2.64784 0.566 -0.781 -0.830
O -1.97814 0.18817 -1.87939 -0.410 -0.013 1.235
H -0.31199 -0.79469 2.42637 0.396 -0.226 -0.241
H -1.47724 -1.13466 1.18068 0.203 -0.156 -0.155
H -1.23153 0.46516 1.67970 0.480 0.246 -0.275
H 0.49985 -1.31226 -0.13032 0.110 -0.129 0.116
H 2.30021 0.16494 0.14940 0.463 0.188 0.268
H 2.20372 -0.73902 1.52359 -0.533 0.183 0.197
H 1.58879 0.86620 1.47386 0.509 0.005 0.463
H 0.88805 1.31969 -0.94937 0.113 -0.696 -1.069
H -0.63210 1.41739 -0.31138 -0.623 -0.088 -0.252
H -2.48153 0.57529 -2.58397 -0.041 -0.169 -1.175

***

17
Properties=species:S:1:pos:R:3:forces:R:3 method="wB97M-V/def2-TZVPD" homo_lumo_gap_ev="12.4 / 7.2" relative_energy_kj_mol=42.6 e_homo_ev="-21.50 / -21.49" s_squared=0.76 charge=+2 spin_multiplicity=2
C -1.31429 0.17772 1.11391 2.915 -0.407 -1.397
C 0.14473 -0.20388 0.59362 -1.503 0.662 1.058
C 0.26406 -0.09859 -0.94260 -0.847 -0.937 1.010
C 0.22074 1.34291 -1.45553 3.361 -1.860 -2.256
O 1.03696 1.50689 -2.49589 -1.460 0.234 1.431
O -0.35727 2.24117 -0.88587 -1.043 1.165 0.618
N 0.43539 -1.62417 1.14091 0.158 0.720 -0.612
H -1.39650 -0.18702 2.13915 -0.660 0.307 -0.215
H -1.31083 1.25837 1.02419 -0.646 0.286 0.459
H -1.90931 -0.25919 0.32354 -1.116 -0.157 0.614
H 0.88216 0.48339 1.03259 0.004 -0.593 0.113
H 1.20838 -0.54221 -1.24021 0.301 0.406 -0.604
H -0.55270 -0.66474 -1.42535 0.154 0.361 -0.101
H 1.12951 2.43524 -2.80846 -0.140 -0.005 -0.068
H 0.89065 -2.21711 0.44393 0.469 -0.139 0.294
H 1.00791 -1.49220 1.97767 0.414 -0.373 -0.106
H -0.37958 -2.15658 1.46439 -0.362 0.331 -0.238

***

18
Properties=species:S:1:pos:R:3:forces:R:3 method="wB97M-V/def2-TZVPD" homo_lumo_gap_ev="10.1 / 4.9" relative_energy_kj_mol=503.4 e_homo_ev="-13.56 / -9.88" charge=+1
C -0.89213 -0.36540 -0.65139 -0.718 -0.757 -0.534
C -1.49109 -0.28709 1.80482 1.566 0.375 2.342
C 0.49787 0.22078 -1.01160 -0.049 -3.609 -0.239
C 1.62616 -0.44551 -0.25054 -0.665 2.397 0.663
N -1.57648 0.35018 0.48139 -3.196 -2.097 1.114
O 0.47721 1.56042 -0.91446 0.484 2.624 -1.200
O 1.81556 -1.70397 -0.51920 -0.502 -2.236 -0.669
S 2.64136 0.52824 0.75144 2.289 -2.479 0.552
H -1.64996 -0.31160 -1.48213 1.120 -0.177 0.502
H -0.78362 -1.37487 -0.24963 0.060 -0.125 -0.741
H -2.35865 -0.82529 2.24583 0.634 0.486 -1.016
H -0.67452 0.02719 2.56545 -1.374 -0.410 -1.907
H 0.62964 -0.15479 -2.03678 -0.085 0.189 -0.211
H -1.18772 1.27077 0.47874 -0.397 1.436 0.088
H -2.66595 0.22366 0.30245 2.838 1.457 -0.002
H 1.08742 1.90186 -1.62066 -0.884 0.048 1.127
H 2.70690 -2.04467 -0.49832 0.622 0.067 0.137
H 1.79797 1.43006 0.60460 -1.743 2.810 -0.006

***

18
Properties=species:S:1:pos:R:3:forces:R:3 method="wB97M-V/def2-TZVPD" homo_lumo_gap_ev=6.8 relative_energy_kj_mol=387.0 e_homo_ev=-3.11 charge=-1
C -0.80168 0.28907 2.69299 0.788 0.343 -0.092
C -1.41558 1.25193 1.65367 -0.203 0.152 0.461
N -0.84535 1.26955 0.32772 -0.123 0.937 0.276
C -1.00534 0.11670 -0.32583 -0.276 -0.015 1.337
C 0.58834 -0.83042 -1.92202 -0.049 -0.816 -0.244
O 1.41519 -1.51854 -1.38832 0.971 -0.342 0.825
O 0.04681 -0.70963 -2.96794 -0.841 0.567 -1.501
H -1.53676 -0.15344 3.36772 0.054 -0.229 -0.134
H -0.17726 -0.43630 2.17086 -0.458 -0.530 0.088
H -0.03675 0.77962 3.30845 -0.287 0.280 0.037
H -1.40254 2.26258 2.05409 0.414 0.319 0.053
H -2.51294 1.09059 1.62163 0.006 -0.432 -0.170
H -0.94640 -0.79735 0.28385 0.095 -0.431 0.093
H -1.91278 0.01832 -0.93675 0.669 -0.024 -1.402
H 0.06982 0.00803 -1.04950 -0.851 0.060 0.091
H 1.84529 -0.60803 0.07269 0.242 0.065 0.435
H 1.27662 0.62420 0.76930 -0.058 0.036 0.108
O 1.98274 -0.04068 0.86068 -0.091 0.060 -0.260

***

18
Properties=species:S:1:pos:R:3:forces:R:3 method="wB97M-V/def2-TZVPD" homo_lumo_gap_ev=9.8 relative_energy_kj_mol=335.7 e_homo_ev=-13.82 charge=+1
O 1.20931 2.19363 0.29298 0.653 1.731 0.123
C 1.20759 1.02360 0.23144 -3.024 -1.061 -2.249
C 0.00229 0.38316 -0.69073 -0.789 3.121 -0.328
C -0.26206 -1.08899 -0.65454 4.586 -0.425 -0.592
C 0.05797 -1.81637 0.65187 2.347 4.098 1.186
O 0.83047 -1.52239 1.54832 -0.681 -0.033 -1.757
N 0.23060 0.90064 -2.26227 0.485 -2.703 0.572
H 1.76101 0.30697 0.74032 1.543 -1.123 1.202
H -0.89537 1.11998 -0.44341 1.660 -2.103 -0.067
H -1.17450 -1.41830 -0.99938 -2.227 -0.378 -0.645
H 0.52356 -1.62309 -1.36493 -1.281 0.934 1.060
H -0.56542 -2.57648 0.74397 -2.708 -4.244 0.624
H 1.04527 1.54946 -2.28600 -1.020 -0.150 -0.174
H 0.45378 0.02404 -2.90200 -0.670 2.395 1.493
H -0.69143 1.31510 -2.49413 1.141 -0.022 -0.427
H -3.19391 -0.62668 0.99201 2.221 1.282 0.176
H -2.58846 0.08772 2.23978 1.351 -0.472 -3.693
O -2.33021 -0.10519 1.20638 -3.586 -0.849 3.494

***

18
Properties=species:S:1:pos:R:3:forces:R:3 method="wB97M-V/def2-TZVPD" homo_lumo_gap_ev=11.5 relative_energy_kj_mol=45.2 e_homo_ev=-14.99 smiles="[NH3+][C@H](CCO)C(=O)O" charge=+1
N 0.73222 0.75940 1.22087 1.322 -0.382 -0.074
C 0.28679 0.02600 0.00091 -0.443 -1.660 -0.075
C -1.20904 0.10108 -0.06147 -1.732 0.204 -0.868
C -1.70258 1.25405 -0.91284 0.492 0.848 0.369
O -1.09202 2.43789 -0.32151 0.401 -0.279 -0.172
C 0.81465 -1.43271 -0.05836 0.527 1.194 1.048
O 0.34169 -2.30876 -0.68784 -0.079 -0.283 -0.225
O 1.94593 -1.45900 0.69601 -1.275 1.855 0.002
H 1.74987 0.83396 1.18525 0.133 0.596 -0.184
H 0.63592 0.24365 2.09994 -0.869 0.071 -0.091
H 0.25674 1.67036 1.18804 0.012 0.117 0.260
H 0.80140 0.47618 -0.84461 -0.234 0.444 -0.119
H -1.74373 -0.79133 -0.35630 0.596 -0.627 -0.602
H -1.67375 0.23470 0.89676 0.275 0.332 1.018
H -1.42585 1.13964 -1.96120 0.111 0.050 0.006
H -2.77561 1.41268 -0.85614 -0.104 -0.340 0.024
H -0.60208 2.93701 -0.98323 -0.266 0.105 -0.083
H 2.41037 -2.25415 0.58983 1.132 -2.246 -0.235